[1]
22
Properties=species:S:1:pos:R:3 method="wB97M-V/def2-TZVPD" e_above_lowest_kcal_mol=22.3 e_tot_ha=-498.8731 homo_lumo_gap_ha=0.355 homo_ev=-9.1 lumo_energy_ev=0.6 largest_force_ev_per_a=1.6 mol_weight_g_mol=130.14
C 0.867 -1.407 -1.786
C 0.337 -0.004 -1.863
C 0.184 0.837 -0.856
O -0.315 2.120 -1.054
H 1.068 -1.655 -0.732
H 0.062 -2.068 -2.116
H 1.771 -1.547 -2.362
H 0.026 0.203 -2.889
H 0.371 0.612 0.186
H -0.144 2.409 -1.956
H 0.217 -2.182 2.487
H -0.568 -1.086 1.797
O 0.254 -1.604 1.714
H 3.588 -1.800 0.261
H 2.452 -1.108 1.108
O 3.395 -1.313 1.067
H -2.988 3.152 0.980
H -1.732 2.761 0.258
O -2.639 2.449 0.424
H -1.777 0.691 1.094
H -2.668 0.270 2.271
O -1.759 0.269 1.969

=====

[2]
22
Properties=species:S:1:pos:R:3 method="wB97M-V/def2-TZVPD" e_above_lowest_kcal_mol=0.0 e_tot_ha=-498.9087 homo_lumo_gap_ha=0.350 homo_ev=-8.8 lumo_energy_ev=0.7 largest_force_ev_per_a=0.9 mol_weight_g_mol=130.14
C 1.823 -2.219 1.319
C 0.475 -1.614 1.094
C 0.233 -0.321 1.295
O -1.013 0.232 1.134
H 1.780 -3.018 2.057
H 2.569 -1.469 1.577
H 2.200 -2.685 0.401
H -0.349 -2.251 0.794
H 1.021 0.343 1.636
H -0.861 1.212 1.071
H 0.524 2.875 -2.406
H 0.015 1.489 -1.979
O -0.134 2.449 -1.875
H -1.078 3.567 0.862
H -0.276 2.820 -0.247
O -0.442 2.857 0.714
H -2.954 -1.151 -1.169
H -1.884 -0.706 -0.145
O -2.019 -1.221 -0.952
H -0.628 -0.561 -1.883
H 0.746 -0.445 -1.253
O 0.251 -0.182 -2.046

=====

[3]
28
Properties=species:S:1:pos:R:3 method="wB97M-V/def2-TZVPD" spin_multiplicity=6 e_tot_ha=-1803.9505 homo_lumo_gap_ha="0.114 / 0.341" homo_ev="-2.7 / -8.9" lumo_energy_ev="0.4 / 0.4" largest_force_ev_per_a=8.3 s2=8.76 mol_weight_g_mol=243.16
Cr -0.268 0.706 -0.444
C 3.126 0.983 2.160
C 1.899 0.753 1.254
O 1.143 -0.261 1.310
O 1.657 1.674 0.401
H 3.395 -0.054 2.364
H 2.874 1.542 3.060
H 3.893 1.620 1.720
C -0.997 -2.457 -0.247
O -1.147 -1.260 -0.557
N 0.075 -2.901 0.317
N -1.909 -3.274 -0.413
H 0.076 -3.902 0.457
H 0.949 -2.429 0.504
H -2.799 -2.824 -0.570
H -1.846 -4.213 -0.046
O -1.703 0.858 -2.028
H -1.064 0.740 -2.731
H -2.539 0.971 -2.480
O 1.157 0.393 -2.024
H 1.982 0.803 -1.765
H 1.419 -0.354 -2.562
O -1.972 0.792 1.114
H -2.646 1.468 1.034
H -2.376 0.113 1.654
O -0.883 3.124 -0.500
H -0.096 3.546 -0.846
H -1.399 3.842 -0.134

=====

[4]
22
Properties=species:S:1:pos:R:3 method="wB97M-V/def2-TZVPD" e_above_lowest_kcal_mol=19.2 e_tot_ha=-383.0453 homo_lumo_gap_ha=0.420 homo_ev=-14.2 lumo_energy_ev=-2.8 largest_force_ev_per_a=1.6 charge=+1 mol_weight_g_mol=111.16
C -1.178 1.272 -1.191
N -0.622 0.581 -2.336
C -1.132 0.403 0.118
N -0.202 -0.723 -0.105
C -0.681 -2.106 0.212
H -0.800 2.266 -1.037
H -2.236 1.464 -1.398
H 0.207 0.970 -2.754
H -1.297 0.324 -3.040
H -0.915 1.060 0.949
H -2.117 -0.041 0.207
H 0.642 -0.601 0.454
H -0.039 -0.648 -1.143
H -1.675 -2.111 0.636
H -0.571 -2.723 -0.664
H 0.009 -2.578 0.898
H 0.508 2.481 2.781
H 1.270 1.209 3.125
O 0.389 1.531 2.890
H 3.251 -0.973 -0.218
H 4.031 -0.354 0.912
O 3.157 -0.703 0.701

=====

[5]
22
Properties=species:S:1:pos:R:3 method="wB97M-V/def2-TZVPD" e_above_lowest_kcal_mol=41.4 e_tot_ha=-383.0100 homo_lumo_gap_ha=0.390 homo_ev=-13.8 lumo_energy_ev=-3.2 largest_force_ev_per_a=4.9 charge=+1 mol_weight_g_mol=111.16
C -0.911 1.280 -0.256
C -1.367 0.225 -1.310
C -0.071 -0.433 -2.004
N 1.030 -0.425 -1.007
N 0.108 2.202 -0.978
H -0.494 0.971 0.693
H -1.816 1.951 0.047
H -2.057 0.601 -2.072
H -1.966 -0.506 -0.737
H -0.322 -1.440 -2.360
H 0.313 0.131 -2.809
H 1.929 -0.537 -1.348
H 0.714 -0.792 -0.062
H -0.298 2.538 -1.864
H 0.477 2.995 -0.514
H 0.874 1.457 -1.240
H -0.147 -3.261 3.029
H 0.910 -3.428 2.018
O 0.828 -3.261 2.891
H -0.014 0.196 3.411
H 1.367 -0.688 3.376
O 0.913 0.225 3.096

=====

[6]
23
Properties=species:S:1:pos:R:3 method="wB97M-V/def2-TZVPD" e_above_lowest_kcal_mol=53.1 e_tot_ha=-781.1730 homo_lumo_gap_ha=0.361 homo_ev=-12.8 lumo_energy_ev=-3.0 largest_force_ev_per_a=4.1 charge=+1 mol_weight_g_mol=143.23
N -0.870 -0.494 -0.377
C -0.147 0.814 -0.145
C -0.241 1.669 -1.481
S 0.877 0.834 -2.725
C -0.771 1.501 1.120
N -0.402 0.756 2.315
H -1.870 -0.531 -0.872
H -0.149 -1.019 -0.846
H -0.908 -1.056 0.549
H 0.973 0.567 0.245
H -1.319 1.848 -1.903
H 0.335 2.657 -1.257
H 0.211 0.615 -3.966
H -1.955 1.654 0.963
H -0.360 2.649 1.135
H -1.213 0.345 2.809
H -0.098 1.526 2.945
H 0.602 -3.063 0.080
H -0.761 -3.639 -0.475
O -0.352 -2.807 -0.284
H 2.933 -2.012 0.082
H 3.005 -1.054 1.198
O 2.482 -1.760 0.888

=====

[7]
23
Properties=species:S:1:pos:R:3 method="wB97M-V/def2-TZVPD" e_above_lowest_kcal_mol=62.3 e_tot_ha=-458.2322 homo_lumo_gap_ha=0.349 homo_ev=-12.5 lumo_energy_ev=-3.0 largest_force_ev_per_a=5.3 charge=+1 mol_weight_g_mol=127.16
C -1.587 -0.117 -1.405
C -0.821 0.352 -0.163
C -0.556 1.657 -0.100
N -0.884 2.577 -1.119
N -0.759 -0.648 0.950
H -2.112 -1.103 -1.248
H -0.757 -0.246 -2.273
H -2.224 0.742 -1.680
H -0.136 2.010 0.814
H -1.344 2.389 -1.943
H -0.422 3.376 -1.156
H -1.384 -1.423 0.782
H -0.927 0.090 1.791
H 0.207 -1.086 0.900
H 1.156 -1.107 -2.987
H 2.568 -1.884 -2.703
O 1.605 -1.966 -2.783
H 0.947 1.177 4.059
H 0.599 2.368 3.190
O 0.255 1.500 3.515
H 2.141 -2.796 1.638
H 1.858 -3.290 0.094
O 1.779 -2.543 0.756

=====

[8]
22
Properties=species:S:1:pos:R:3 method="wB97M-V/def2-TZVPD" e_above_lowest_kcal_mol=35.8 e_tot_ha=-403.7301 homo_lumo_gap_ha=0.364 homo_ev=-9.3 lumo_energy_ev=0.6 largest_force_ev_per_a=2.6 mol_weight_g_mol=113.16
C 0.053 0.731 0.638
C -0.498 -0.650 0.439
C -2.039 -0.699 0.383
N 1.499 0.799 0.928
H -0.444 1.203 1.498
H -0.169 1.524 -0.085
H -0.297 -0.995 1.484
H -0.036 -1.316 -0.283
H -2.386 -0.388 -0.600
H -2.456 -0.092 1.198
H -2.371 -1.699 0.631
H 2.060 0.346 0.214
H 1.653 0.177 1.720
H 1.318 -1.663 -3.227
H 2.084 -0.513 -3.984
O 1.304 -0.740 -3.522
H 3.275 -3.842 1.473
H 2.165 -3.510 2.483
O 2.364 -4.000 1.682
H -3.050 4.855 -1.075
H -1.889 5.539 -0.638
O -2.140 4.932 -1.357

=====

[9]
22
Properties=species:S:1:pos:R:3 method="wB97M-V/def2-TZVPD" spin_multiplicity=2 e_above_lowest_kcal_mol=7.9 e_tot_ha=-403.4297 homo_lumo_gap_ha="0.386 / 0.230" homo_ev="-13.6 / -13.6" lumo_energy_ev="-3.1 / -7.3" largest_force_ev_per_a=2.5 charge=+1 s2=0.75 mol_weight_g_mol=113.16
C 1.752 1.413 -0.268
N 0.484 1.265 0.414
C -0.529 2.241 0.066
C 0.535 0.840 1.783
H 1.983 2.471 -0.064
H 2.592 0.858 0.136
H 1.686 1.327 -1.345
H -0.425 2.514 -0.981
H -0.558 3.067 0.740
H -1.502 1.744 0.100
H 1.445 0.314 2.035
H 0.335 1.723 2.401
H -0.358 0.268 2.061
H 0.234 -5.374 0.178
H -0.497 -5.738 -1.028
O -0.451 -5.016 -0.394
H 0.320 -0.445 -1.746
H 0.918 -1.261 -0.546
O 0.336 -1.296 -1.309
H -2.397 0.299 -1.075
H -3.139 -0.987 -0.798
O -2.766 -0.229 -0.361

=====

[10]
23
Properties=species:S:1:pos:R:3 method="wB97M-V/def2-TZVPD" e_above_lowest_kcal_mol=24.8 e_tot_ha=-478.9893 homo_lumo_gap_ha=0.375 homo_ev=-9.6 lumo_energy_ev=0.6 largest_force_ev_per_a=2.7 mol_weight_g_mol=129.16
C -0.046 -1.163 0.317
C -0.142 0.386 0.413
C -0.222 0.745 1.915
O -1.376 0.790 -0.190
N -0.298 -1.533 -1.086
H 0.915 -1.622 0.546
H -0.786 -1.655 0.957
H 0.628 0.812 -0.207
H -0.721 -0.085 2.394
H 0.769 0.905 2.345
H -0.760 1.657 2.168
H -2.174 0.514 0.267
H -1.043 -1.011 -1.485
H -0.336 -2.522 -1.282
H 3.108 -1.405 2.073
H 3.540 -1.188 0.648
O 3.639 -0.832 1.512
H -3.175 2.674 -1.393
H -2.564 3.681 -0.357
O -3.337 3.169 -0.590
H 1.597 -0.195 -3.499
H 0.988 -1.120 -2.457
O 1.797 -1.003 -3.009

=====

[11]
23
Properties=species:S:1:pos:R:3 method="wB97M-V/def2-TZVPD" e_above_lowest_kcal_mol=46.9 e_tot_ha=-478.9541 homo_lumo_gap_ha=0.332 homo_ev=-8.9 lumo_energy_ev=0.1 largest_force_ev_per_a=5.3 mol_weight_g_mol=129.16
C -1.943 0.219 0.360
C -1.040 -0.272 -0.819
C -0.848 -1.783 -0.760
O 0.351 -2.098 -1.514
N -2.497 1.524 -0.063
H -1.372 0.320 1.315
H -2.769 -0.371 0.558
H 0.005 0.159 -0.705
H -1.424 0.083 -1.890
H -1.564 -2.303 -1.355
H -0.896 -2.306 0.199
H 1.051 -1.500 -1.450
H -1.755 2.059 -0.608
H -2.665 2.020 0.776
H 1.084 3.028 0.279
H 1.059 1.694 1.002
O 0.549 2.260 0.279
H 1.929 -1.392 1.821
H 1.764 -0.613 3.169
O 1.746 -0.521 2.198
H 2.690 0.354 0.504
H 2.198 0.966 -0.811
O 2.495 0.127 -0.344

=====

[12]
25
Properties=species:S:1:pos:R:3 method="wB97M-V/def2-TZVPD" e_above_lowest_kcal_mol=5.5 e_tot_ha=-1295.9058 homo_lumo_gap_ha=0.232 homo_ev=-3.0 lumo_energy_ev=3.3 largest_force_ev_per_a=3.4 charge=-1 mol_weight_g_mol=195.28
C 0.403 0.134 -1.633
C 1.885 -0.144 -1.938
O 2.726 -0.188 -0.739
C -0.394 -1.207 -1.737
S -2.250 -1.051 -1.297
S -2.672 -1.564 0.584
H -0.097 1.137 -1.996
H 0.409 0.476 -0.590
H 2.179 -1.070 -2.434
H 2.262 0.743 -2.641
H 0.040 -2.125 -1.261
H -0.582 -1.483 -2.821
H 0.029 -2.486 2.322
H 1.076 -0.289 2.494
H 2.122 -0.073 1.192
O 1.461 0.327 1.839
H -0.833 -1.267 2.444
H 0.243 1.613 1.120
O -0.060 -1.660 2.908
H -3.015 1.340 1.615
H -3.097 1.657 0.159
O -2.926 2.062 1.024
H 2.498 0.586 -0.180
H -1.206 2.159 0.820
O -0.201 2.375 0.745

=====

[13]
23
Properties=species:S:1:pos:R:3 method="wB97M-V/def2-TZVPD" e_above_lowest_kcal_mol=16.7 e_tot_ha=-383.3086 homo_lumo_gap_ha=0.467 homo_ev=-19.1 lumo_energy_ev=-6.4 largest_force_ev_per_a=1.2 charge=+2 mol_weight_g_mol=112.17
C -0.565 1.073 0.391
C 0.677 0.588 -0.360
C 0.820 -0.939 -0.582
N 0.446 -1.825 0.588
N -1.127 2.316 -0.254
H -0.279 1.289 1.416
H -1.378 0.359 0.331
H 1.591 0.901 0.115
H 0.826 0.993 -1.360
H 0.252 -1.268 -1.442
H 1.863 -1.163 -0.756
H -0.151 -1.400 1.293
H -0.006 -2.687 0.290
H 1.302 -2.100 1.136
H -1.800 2.739 0.390
H -1.586 2.043 -1.167
H -0.379 2.993 -0.404
H -2.514 1.590 -3.218
H -3.304 0.908 -2.091
O -2.405 1.172 -2.349
H 1.990 -2.058 3.243
H 3.372 -2.282 2.632
O 2.432 -2.269 2.404

=====

[14]
23
Properties=species:S:1:pos:R:3 method="wB97M-V/def2-TZVPD" e_above_lowest_kcal_mol=42.1 e_tot_ha=-383.2681 homo_lumo_gap_ha=0.421 homo_ev=-17.9 lumo_energy_ev=-6.4 largest_force_ev_per_a=2.4 charge=+2 mol_weight_g_mol=112.17
C 1.927 -0.075 0.139
C 0.476 0.360 0.134
C -0.433 -0.470 1.095
N -1.661 0.323 1.400
N 2.492 -0.497 -1.205
H 2.084 -0.819 0.912
H 2.557 0.801 0.279
H 0.075 0.416 -0.881
H 0.428 1.377 0.577
H -0.604 -1.437 0.644
H 0.214 -0.545 1.964
H -1.610 1.249 0.979
H -2.540 -0.213 1.347
H -1.759 0.448 2.413
H 3.511 -0.633 -1.255
H 2.482 0.386 -1.732
H 2.023 -1.280 -1.668
H 1.973 -0.126 -4.970
H 0.577 0.396 -4.352
O 1.448 0.032 -4.196
H -4.591 -0.293 2.764
H -3.525 -0.083 3.771
O -3.831 0.294 2.928

=====

[15]
23
Properties=species:S:1:pos:R:3 method="wB97M-V/def2-TZVPD" e_above_lowest_kcal_mol=25.5 e_tot_ha=-383.2945 homo_lumo_gap_ha=0.438 homo_ev=-18.5 lumo_energy_ev=-6.6 largest_force_ev_per_a=1.6 charge=+2 mol_weight_g_mol=112.17
C 0.030 -0.625 1.183
C -0.901 -0.696 -0.029
C -0.472 0.018 -1.276
N -0.412 1.552 -1.114
N 0.801 -1.896 1.354
H -0.481 -0.432 2.124
H 0.712 0.221 1.100
H -1.957 -0.528 0.186
H -0.925 -1.733 -0.402
H 0.509 -0.296 -1.638
H -1.143 -0.107 -2.123
H 0.416 1.844 -0.590
H -0.549 1.997 -2.028
H -1.215 1.956 -0.605
H 1.495 -1.790 2.082
H 1.368 -2.102 0.527
H 0.237 -2.731 1.511
H 4.008 -2.312 0.316
H 4.092 -0.966 1.020
O 3.466 -1.575 0.634
H -2.793 3.431 0.027
H -3.591 3.409 -1.310
O -2.697 3.362 -0.949

=====

[16]
24
Properties=species:S:1:pos:R:3 method="wB97M-V/def2-TZVPD" e_above_lowest_kcal_mol=215.4 e_tot_ha=-458.7928 homo_lumo_gap_ha=0.121 homo_ev=-8.3 lumo_energy_ev=-5.0 largest_force_ev_per_a=3.9 mol_weight_g_mol=128.17
N -0.560 -1.435 -1.412
C -1.351 -0.239 -1.509
C -2.890 -0.495 -1.440
C -0.847 0.821 -0.550
N -0.943 0.398 0.814
H 1.058 -3.474 -2.225
H -1.186 -2.293 -1.546
H -1.043 0.202 -2.532
H -3.297 -0.605 -0.415
H -3.340 0.368 -2.032
H -2.981 -1.416 -1.931
H -1.119 1.873 -0.720
H 0.263 1.023 -0.676
H -0.588 -0.603 0.967
H -0.541 1.070 1.397
H 1.505 -3.032 -1.673
H 2.611 2.018 1.138
O 1.665 1.970 1.474
H 1.360 -0.906 -0.728
H 1.823 0.227 0.136
O 2.207 -0.423 -0.525
H 2.392 -0.264 3.117
H 1.569 0.822 2.438
O 1.448 -0.081 2.860

=====

[17]
23
Properties=species:S:1:pos:R:3 method="wB97M-V/def2-TZVPD" e_above_lowest_kcal_mol=0.0 e_tot_ha=-404.1641 homo_lumo_gap_ha=0.466 homo_ev=-15.3 lumo_energy_ev=-2.6 largest_force_ev_per_a=1.1 charge=+1 mol_weight_g_mol=114.16
C -0.444 1.606 -1.767
C -1.411 0.628 -1.142
N -0.720 -0.263 -0.155
C -1.587 -1.377 0.322
H 0.204 1.116 -2.478
H -1.006 2.408 -2.253
H 0.103 2.183 -1.020
H -2.256 1.103 -0.670
H -1.811 -0.054 -1.897
H -0.356 0.317 0.625
H 0.102 -0.602 -0.664
H -2.613 -1.047 0.327
H -1.252 -1.681 1.303
H -1.441 -2.235 -0.328
H 1.355 0.781 2.126
H 0.893 2.204 1.700
O 0.950 1.293 1.394
H 1.979 -1.442 -2.117
H 0.842 -2.473 -2.368
O 1.088 -1.695 -1.858
H 1.846 -0.733 3.834
H 3.145 0.129 3.808
O 2.390 -0.163 3.279

=====

[18]
24
Properties=species:S:1:pos:R:3 method="wB97M-V/def2-TZVPD" e_above_lowest_kcal_mol=37.5 e_tot_ha=-479.3402 homo_lumo_gap_ha=0.421 homo_ev=-14.4 lumo_energy_ev=-3.0 largest_force_ev_per_a=3.3 charge=+1 mol_weight_g_mol=130.16
C 0.559 -0.015 1.464
C 1.432 0.881 0.590
C 2.525 0.207 -0.194
O 0.526 1.632 -0.216
N -0.792 0.602 1.552
H 0.611 -1.077 1.125
H 1.006 -0.029 2.500
H 1.967 1.731 1.258
H 3.448 0.097 0.260
H 2.935 0.825 -1.048
H 2.393 -0.817 -0.621
H 0.653 1.298 -1.098
H -1.148 0.711 0.609
H -0.880 1.580 1.795
H -1.569 0.093 2.149
H -3.158 0.650 -1.073
H -3.683 0.081 0.280
O -3.067 0.742 -0.129
H 0.894 -2.596 -0.964
H -0.107 -3.467 -0.351
O 0.077 -2.551 -0.449
H -1.267 -1.000 -2.220
H -1.594 0.528 -2.962
O -1.763 -0.107 -2.256

=====

[19]
27
Properties=species:S:1:pos:R:3 method="wB97M-V/def2-TZVPD" e_above_lowest_kcal_mol=55.0 e_tot_ha=-1028.3098 homo_lumo_gap_ha=0.268 homo_ev=-4.1 lumo_energy_ev=3.2 largest_force_ev_per_a=2.3 charge=-1 mol_weight_g_mol=194.23
O -0.184 -1.419 -0.406
C -1.184 -1.427 -1.190
C -1.422 -0.125 -2.115
C -2.473 0.574 -1.241
S -2.959 -0.961 -0.322
N -0.237 0.667 -2.304
H -1.436 -2.405 -1.670
H -1.830 -0.658 -2.995
H -2.113 1.388 -0.619
H -3.293 1.010 -1.797
H 0.489 0.080 -2.672
H -0.109 1.365 -1.597
H 0.091 2.462 1.143
H 1.386 3.115 1.453
O 0.496 3.346 1.165
H 0.393 -0.544 0.886
H -0.056 0.159 2.187
O 0.643 0.173 1.522
H 2.505 -2.283 1.091
H 1.336 -3.039 1.773
O 2.238 -2.733 1.894
H 3.221 0.995 -0.016
H 1.733 1.078 -0.437
O 2.564 1.573 -0.412
H 2.923 0.996 2.896
H 2.481 0.597 1.524
O 3.227 0.470 2.150

=====

[20]
37
Properties=species:S:1:pos:R:3 method="wB97M-V/def2-TZVPD" e_above_lowest_kcal_mol=0.0 e_tot_ha=-2022.5262 homo_lumo_gap_ha=0.234 homo_ev=-4.8 lumo_energy_ev=1.6 largest_force_ev_per_a=3.5 charge=-1 mol_weight_g_mol=519.78
Hf -0.231 -0.057 -0.688
S 0.571 -1.728 -3.080
O 1.301 -1.360 -4.269
O 0.368 -3.144 -2.903
O 1.285 -1.280 -1.822
O -0.671 -0.913 -2.840
S -3.153 1.714 -2.058
O -4.370 1.239 -1.414
O -2.883 3.126 -1.741
O -2.008 0.930 -1.403
O -3.085 1.453 -3.477
C 1.778 1.134 3.066
C 2.322 0.246 1.943
C 2.503 -1.182 2.457
O 1.523 0.283 0.820
H 1.571 2.163 2.772
H 2.475 1.228 3.909
H 0.928 0.607 3.518
H 3.309 0.657 1.677
H 2.989 -1.751 1.659
H 1.579 -1.713 2.686
H 3.188 -1.133 3.308
O 0.830 1.409 -2.066
H 0.461 1.943 -2.787
H 1.741 1.703 -1.939
O 0.059 -2.312 0.215
H -0.489 -2.870 0.777
H 0.951 -2.685 0.253
O -0.517 2.162 0.194
H -0.498 2.520 1.086
H -0.674 2.916 -0.399
O -1.475 -0.066 1.400
H -2.439 0.029 1.304
H -1.290 -0.060 2.346
O -2.333 -1.519 -0.782
H -2.949 -1.489 -1.531
H -2.668 -2.200 -0.188